[1]
The following is a DFT calculation (ωB97M-V with the def2-TZVPD basis set) of C34H38As2MnN2O6S4 as an isolated structure at a distorted geometry.

Computed properties:
* spin multiplicity: 4
* ⟨S²⟩: 3.790
* charge: +2
* Kohn-Sham gap (spin up / spin down): 0.2627 / 0.2278 Eh
* HOMO energy (spin up / spin down): -13.9 / -13.9 eV
* energy above the lowest of the compared OMol25 structures with the same formula, charge and spin: 2.413 eV

Each line ends with the Löwdin spin population.
Cartesian coordinates (Å):
1 Mn 1.379597 0.183522 1.272856  1.9404
2 C 0.779356 0.506650 4.830716  -0.0027
3 As -0.045179 0.497241 3.065295  -0.0169
4 C -1.485162 -0.762721 3.484818  -0.0010
5 C -0.869068 2.279907 3.033247  -0.0021
6 C -1.792275 2.741517 3.963085  -0.0014
7 C -2.277688 4.038350 3.869749  0.0003
8 C -1.836231 4.879608 2.858684  -0.0004
9 C -0.906033 4.429089 1.933086  0.0003
10 C -0.420556 3.129744 2.014722  0.0006
11 As 0.983386 2.427266 0.828907  -0.0078
12 C 0.612673 3.196487 -0.933095  0.0032
13 C 2.440242 3.593972 1.391517  -0.0004
14 H 0.058529 0.834187 5.580233  -0.0009
15 H 1.645618 1.166658 4.831492  -0.0001
16 H 1.108999 -0.508228 5.055780  0.0001
17 H -1.873664 -0.591778 4.488796  -0.0008
18 H -1.017742 -1.749006 3.442613  0.0001
19 H -2.284449 -0.705471 2.750846  -0.0006
20 H -2.126672 2.086265 4.760481  -0.0001
21 H -3.009078 4.393746 4.582217  0.0000
22 H -2.211553 5.891846 2.796999  -0.0001
23 H -0.545723 5.085604 1.149103  -0.0001
24 H 1.410961 2.852234 -1.592080  0.0000
25 H 0.629928 4.285243 -0.886093  -0.0005
26 H -0.347001 2.845434 -1.307774  0.0004
27 H 2.161521 4.638723 1.253255  -0.0011
28 H 3.334405 3.369019 0.808469  0.0003
29 H 2.657568 3.405409 2.442431  0.0000
30 O 3.023163 0.516956 2.091446  0.0306
31 S 3.695132 -0.040397 0.856318  0.0041
32 O 4.939583 0.592757 0.603810  -0.0024
33 O 2.643605 0.171168 -0.172313  0.0065
34 C 3.961402 -1.800489 0.745977  0.0002
35 C 5.263361 -2.258492 0.697609  0.0003
36 C 5.507353 -3.561894 0.277326  -0.0005
37 C 4.460281 -4.383256 -0.113596  0.0004
38 C 3.146768 -3.932789 -0.044516  -0.0004
39 C 2.906323 -2.633234 0.357679  0.0014
40 S 1.269703 -2.197046 0.890340  0.0030
41 O 0.488456 -3.386917 0.956012  -0.0023
42 O 1.579636 -1.568959 2.201454  -0.0015
43 O 0.522103 -1.099869 0.180914  0.0661
44 H 6.063361 -1.590443 0.983069  0.0000
45 H 6.523819 -3.926990 0.241409  0.0000
46 H 4.663617 -5.387343 -0.458315  0.0000
47 H 2.309042 -4.575612 -0.274808  0.0000
48 S -2.028973 0.875470 0.273017  0.3717
49 C -3.631883 0.344216 0.088280  0.0226
50 N -4.690460 1.113027 -0.013709  -0.0064
51 C -5.998103 0.498708 -0.243287  -0.0002
52 C -6.089189 -0.822562 0.493638  -0.0003
53 N -4.961281 -1.674348 0.124664  -0.0110
54 C -5.144265 -3.126316 0.163242  0.0184
55 C -5.470563 -3.586925 1.565064  0.0000
56 C -6.752026 -4.013464 1.889451  0.0009
57 C -7.041682 -4.430317 3.180789  -0.0001
58 C -6.054224 -4.410114 4.153364  0.0008
59 C -4.773703 -3.977743 3.834947  0.0000
60 C -4.481902 -3.564859 2.545475  0.0015
61 C -3.777667 -1.118721 0.002561  0.0362
62 S -2.310919 -1.890335 -0.224202  0.5068
63 C -4.635139 2.565761 0.118709  0.0149
64 C -5.349623 2.986696 1.383809  0.0005
65 C -4.976141 2.421069 2.598799  0.0006
66 C -5.638554 2.775357 3.762651  0.0002
67 C -6.671075 3.702075 3.719361  0.0003
68 C -7.033988 4.280855 2.513297  0.0001
69 C -6.378065 3.918474 1.345092  0.0006
70 H -6.143576 0.355180 -1.318514  -0.0002
71 H -6.767586 1.175438 0.125081  0.0000
72 H -7.018363 -1.329315 0.239690  0.0001
73 H -6.078429 -0.655195 1.575274  -0.0005
74 H -4.218126 -3.587120 -0.181253  0.0144
75 H -5.950642 -3.394559 -0.520742  0.0004
76 H -7.521609 -4.042116 1.127324  0.0001
77 H -8.039471 -4.767652 3.424202  0.0000
78 H -6.279825 -4.739146 5.158054  0.0000
79 H -4.001666 -3.970989 4.592570  0.0000
80 H -3.475252 -3.255072 2.287692  0.0015
81 H -5.104983 3.018204 -0.756358  0.0000
82 H -3.585344 2.857792 0.156013  0.0109
83 H -4.162162 1.704737 2.630449  0.0009
84 H -5.352214 2.322173 4.702751  0.0000
85 H -7.193469 3.971562 4.626460  0.0000
86 H -7.835537 5.005181 2.478067  0.0000
87 H -6.667335 4.367928 0.403256  0.0000

Forces on atoms 1 to 2 (eV/Å):
-1.4 0.4 0.6
0.4 -0.1 -0.3


[2]
The following is a DFT calculation (ωB97M-V with the def2-TZVPD basis set) of one molecule with the formula C6H15NO at a distorted geometry.

Computed properties:
* SMILES: C[C@@H]([C@H](C)O)[C@@H](C)N
* Kohn-Sham gap: 0.3526 Eh
* HOMO energy: -8.5 eV
* energy above the lowest of the compared OMol25 structures with the same formula, charge and spin: 1.851 eV

Each line ends with the Löwdin charge.
Cartesian coordinates (Å):
1 C -1.247349 -0.023062 1.222294  -0.0787
2 C -0.365407 0.030962 -0.011917  -0.2839
3 C 0.948120 1.167247 0.263456  -0.3384
4 C 0.488119 2.479666 0.881902  -0.0735
5 O 1.606743 1.433750 -0.969761  -0.0772
6 C 0.303256 -1.237122 -0.398778  -0.3995
7 C -1.086977 -2.297539 -0.528311  -0.0324
8 N 0.950605 -1.221017 -1.656195  0.0332
9 H -1.486615 0.974786 1.580869  0.0630
10 H -2.195566 -0.505229 0.999637  0.0703
11 H -0.755183 -0.566120 2.027853  0.0907
12 H -0.871136 0.476601 -0.869799  0.1370
13 H 1.709066 0.698246 0.894013  0.1371
14 H 1.278028 3.231097 0.803002  0.0804
15 H -0.395816 2.862047 0.366204  0.0830
16 H 0.249954 2.355212 1.935494  0.0725
17 H 0.984694 1.900561 -1.540315  0.0980
18 H 0.916911 -1.640987 0.419605  0.1325
19 H -0.746041 -3.119736 -1.153444  0.0430
20 H -1.933988 -1.853142 -1.044270  0.0595
21 H -1.340013 -2.685884 0.453780  0.0480
22 H 1.480527 -2.064545 -1.831574  0.0792
23 H 1.508068 -0.395791 -1.843745  0.0563

Forces on atoms 1 to 2 (eV/Å):
0.0 0.0 -0.3
3.3 3.3 1.0


[3]
The following is a DFT calculation (ωB97M-V with the def2-TZVPD basis set) of C31H42Cl2CuN5O as an isolated structure at a distorted geometry.

Computed properties:
* charge: +4
* Kohn-Sham gap: 0.1808 Eh
* HOMO energy: -17.2 eV

Each line ends with the Löwdin charge.
Cartesian coordinates (Å):
1 C 4.176940 -0.650907 -1.752950  0.0813
2 N 3.309927 -0.877294 -0.553037  -0.0645
3 C 1.978432 -0.985771 -0.677941  0.0125
4 C 1.202370 -1.332443 0.414115  0.0522
5 C 1.783317 -1.588547 1.659998  -0.1190
6 C 3.186239 -1.471369 1.723242  0.0643
7 C 3.921783 -1.191865 0.603682  0.0365
8 C 1.083386 -1.939989 2.907757  -0.1285
9 C 0.188619 -3.008960 2.955984  0.0526
10 C -0.390276 -3.452738 4.127335  0.0307
11 N -0.144411 -2.802134 5.272544  -0.0698
12 C 0.610004 -1.680546 5.282794  0.0284
13 C 1.277672 -1.308907 4.139743  0.0430
14 C -0.810273 -3.259539 6.519302  0.0591
15 H 4.792236 -1.534085 -1.909895  0.1276
16 H 4.722797 0.262576 -1.541318  0.1212
17 H 3.484813 -0.611128 -2.590051  0.1003
18 H 1.559121 -0.791627 -1.658821  0.1137
19 H 0.142587 -1.131938 0.297414  0.1230
20 H 3.615516 -1.656900 2.698794  0.1443
21 H 5.000310 -1.262517 0.543066  0.1688
22 H -0.098332 -3.513019 2.040464  0.1431
23 H -1.059407 -4.301172 4.099989  0.1634
24 H 0.651211 -1.217974 6.258911  0.1589
25 H 1.929430 -0.443129 4.173473  0.1409
26 H -0.067345 -3.243673 7.315725  0.1218
27 H -1.099604 -4.303197 6.430979  0.1179
28 H -1.656932 -2.619536 6.750661  0.1165
29 C -3.358205 -1.474172 -1.723287  0.0883
30 N -3.112239 -0.629057 -0.509009  -0.0547
31 C -2.571030 0.583148 -0.622311  0.0014
32 C -2.264414 1.319753 0.535046  0.0543
33 C -2.629025 0.828115 1.793014  -0.1067
34 C -3.113963 -0.475689 1.843265  0.0298
35 C -3.358633 -1.176825 0.692914  0.0098
36 C -2.262750 1.656431 2.984909  -0.1015
37 C -1.346834 2.705239 3.016348  0.0420
38 C -1.040622 3.370191 4.176949  0.0283
39 N -1.666915 3.082840 5.336861  -0.0662
40 C -2.488580 2.008877 5.369747  0.0334
41 C -2.850667 1.346458 4.223240  0.0507
42 C -1.181187 3.726593 6.581996  0.0600
43 H -3.445903 -0.784945 -2.557226  0.1126
44 H -4.230444 -2.090603 -1.538124  0.1181
45 H -2.451912 -2.072506 -1.805762  0.1144
46 H -2.176686 0.908568 -1.583475  0.1141
47 H -1.808113 2.290115 0.417224  0.1092
48 H -3.324935 -1.003819 2.763723  0.1281
49 H -3.761275 -2.178870 0.739497  0.1604
50 H -0.808003 2.892499 2.098318  0.1190
51 H -0.485909 4.300311 4.185305  0.1635
52 H -2.887859 1.833400 6.360584  0.1590
53 H -3.610348 0.578369 4.272191  0.1333
54 H -0.257382 3.315854 6.975872  0.1209
55 H -2.011129 3.623579 7.279877  0.1151
56 H -1.105941 4.796498 6.395931  0.1219
57 Cu 1.087957 2.489894 -1.474036  0.6615
58 C 0.149926 0.231097 -3.684118  -0.2920
59 O 0.030240 0.965013 -2.510738  -0.4461
60 H 0.058429 -0.855851 -3.495049  0.0669
61 H -0.526452 0.505028 -4.498414  0.0783
62 H 1.150243 0.179641 -4.149538  0.0585
63 Cl -4.530821 2.688077 -2.714070  0.5974
64 C -2.998805 3.581043 -2.603285  -0.6699
65 C -2.113048 3.342672 -3.811108  -0.6759
66 Cl -2.526967 4.552046 -5.055168  0.6176
67 H -2.433779 3.252346 -1.722558  0.0282
68 H -3.242869 4.629314 -2.464627  0.0696
69 H -2.160179 2.375263 -4.306627  0.0550
70 H -1.045996 3.463727 -3.612831  0.0470
71 C 4.880633 -0.915619 -7.270283  -0.1075
72 C 3.507720 -0.248768 -7.359548  -0.2448
73 C 2.380283 -1.170400 -6.854781  -0.2197
74 C 2.076432 -2.320472 -7.695228  -0.2324
75 N 1.852734 -3.232322 -8.353824  0.1690
76 H 5.371119 -0.958450 -6.296104  0.0636
77 H 5.554295 -0.569983 -8.052443  0.0813
78 H 4.813772 -1.982429 -7.521911  0.0767
79 H 3.398388 0.079554 -8.390178  0.1191
80 H 3.458044 0.618351 -6.697049  0.0961
81 H 1.475354 -0.559846 -6.792261  0.1047
82 H 2.654122 -1.500952 -5.849799  0.0992

Forces on atoms 1 to 2 (eV/Å):
-0.9 -0.2 0.2
0.1 -1.4 -0.2


[4]
The following is a DFT calculation (ωB97M-V with the def2-TZVPD basis set) of an isolated ion of composition CH5N4O and charge +1 at a distorted geometry.

Computed properties:
* SMILES: [H]/N=C(/N=O)N[NH3+]
* charge: +1
* Kohn-Sham gap: 0.3233 Eh
* HOMO energy: -13.8 eV
* energy above the lowest of the compared OMol25 structures with the same formula, charge and spin: 3.630 eV

Each line ends with the Löwdin charge.
Cartesian coordinates (Å):
1 H 0.292302 -2.033765 -0.223405  0.1135
2 N 1.011872 -1.240386 -0.318057  0.1849
3 C 0.836084 -0.003387 -0.215045  -0.4021
4 N 2.061622 0.847635 0.132577  0.0384
5 O 3.062675 0.286073 -0.133846  0.0974
6 N -0.311644 0.817538 -0.053694  0.0307
7 N -1.508650 0.103133 0.184154  0.1852
8 H -0.078270 1.768546 0.131714  0.1492
9 H -2.190478 0.155174 -0.632941  0.2124
10 H -1.122887 -0.968623 0.105978  0.2104
11 H -2.052622 0.268057 1.022566  0.1799

Forces on atoms 1 to 2 (eV/Å):
1.2 1.7 -0.6
-1.7 -0.7 0.5


[5]
The following is a DFT calculation (ωB97M-V with the def2-TZVPD basis set) of one molecule with the formula C3H5ClO2 at a distorted geometry.

Computed properties:
* SMILES: O=C(O)CCCl
* Kohn-Sham gap: 0.4178 Eh
* HOMO energy: -10.7 eV
* energy above the lowest of the compared OMol25 structures with the same formula, charge and spin: 0.023 eV

Each line ends with the Löwdin charge.
Cartesian coordinates (Å):
1 O -1.809738 -1.372209 -0.844353  0.1248
2 C -1.003099 -0.494314 -0.756358  -0.5427
3 O -0.309500 -0.117008 -1.868916  0.0839
4 C -0.590272 0.151900 0.533291  -0.1557
5 C 0.920441 0.025234 0.740497  -0.5367
6 Cl 1.890425 1.277267 -0.113688  0.5910
7 H 0.298151 0.583899 -1.604237  0.0214
8 H -0.773998 1.231482 0.543939  0.1228
9 H -1.094216 -0.396487 1.323548  0.1278
10 H 1.212237 0.040344 1.770620  0.0658
11 H 1.259569 -0.930107 0.275658  0.0975

Forces on atoms 1 to 2 (eV/Å):
-0.2 0.1 0.2
0.2 -0.5 -1.1


Number 1: E_tot -247462.65806 eV. Number 2: E_tot -10001.90597 eV. Number 3: E_tot -111969.12474 eV. Number 4: E_tot -9113.66945 eV. Number 5: E_tot -19809.80893 eV.